{
  "formula": "C6H7N3O3",
  "method": "the ωB97M-V functional and the def2-TZVPD basis",
  "symbols": ["C", "C", "C", "C", "C", "C", "N", "N", "N", "O", "O", "O", "H", "H", "H", "H", "H", "H", "H"],
  "xyz": [[0.095, -1.392, -0.905], [-0.789, 0.537, 0.435], [-1.031, -1.507, 1.550], [-0.208, 1.892, -1.361], [0.077, -1.851, 0.614], [1.166, -0.279, -1.055], [-1.327, -0.079, 1.449], [-0.871, 1.728, -0.074], [0.677, 0.924, -1.745], [-1.593, -2.142, 2.403], [-0.463, 2.905, -2.029], [1.943, 0.219, -0.010], [0.326, -3.038, 0.553], [1.008, -1.574, 1.069], [1.895, -0.759, -1.607], [-1.879, 0.245, 2.295], [-1.499, 2.470, 0.146], [1.177, 1.376, -2.462], [1.295, 0.324, 0.735]],
  "energy_ev": -16942.9539,
  "homo_energy_ha": -0.3339,
  "orbital_gap_ev": 8.799
}

***

{
  "formula": "C3H11NO3",
  "method": "the ωB97M-V functional and the def2-TZVPD basis",
  "symbols": ["N", "C", "C", "O", "C", "O", "H", "H", "H", "H", "H", "H", "H", "H", "H", "O", "H", "H"],
  "xyz": [[-0.640, 0.234, 0.761], [0.125, -0.758, 0.000], [1.382, -0.089, -0.534], [2.388, -0.159, 0.465], [-0.670, -1.340, -1.169], [-2.107, -1.372, -1.062], [-1.444, -0.219, 1.179], [-1.095, 0.839, 0.074], [0.366, -1.558, 0.717], [1.749, -0.479, -1.484], [1.150, 0.977, -0.707], [2.794, 0.670, 0.704], [-0.527, -0.676, -2.031], [-0.377, -2.369, -1.364], [-2.335, -2.147, -0.547], [-0.398, 2.960, 1.338], [0.564, 3.001, 1.314], [-0.564, 2.026, 1.602]],
  "energy_ev": -10921.1639,
  "homo_energy_ha": -0.3652,
  "smiles": "NC(CO)CO.O",
  "orbital_gap_ev": 10.586
}

***

{
  "formula": "C3H3N3O2",
  "method": "the ωB97M-V functional and the def2-TZVPD basis",
  "symbols": ["H", "N", "C", "N", "C", "N", "C", "O", "O", "H", "H"],
  "xyz": [[2.849, -1.357, 0.203], [2.837, -0.235, 0.419], [1.608, 0.033, 0.039], [1.069, 1.342, 0.072], [-0.210, 1.185, -0.219], [-0.632, -0.092, -0.516], [-1.989, -0.507, -0.011], [-2.966, 0.198, 0.524], [0.451, -0.981, -0.150], [-0.956, 2.015, -0.278], [-2.061, -1.601, -0.082]],
  "energy_ev": -11720.8917,
  "homo_energy_ha": -0.3641,
  "smiles": "[H]/N=c1/ncn(C=O)o1",
  "orbital_gap_ev": 9.234
}

***

{
  "formula": "C4H8O2",
  "method": "the ωB97M-V functional and the def2-TZVPD basis",
  "symbols": ["C", "C", "O", "C", "C", "O", "H", "H", "H", "H", "H", "H", "H", "H"],
  "xyz": [[1.053, 0.610, -0.685], [0.775, 0.825, 0.795], [0.201, -0.341, 1.355], [-1.015, -0.635, 0.695], [-0.785, -0.817, -0.800], [-0.164, 0.328, -1.355], [1.463, 1.517, -1.140], [1.766, -0.218, -0.834], [1.670, 1.064, 1.375], [0.076, 1.674, 0.888], [-1.417, -1.546, 1.149], [-1.729, 0.190, 0.852], [-0.157, -1.706, -0.973], [-1.737, -0.947, -1.324]],
  "energy_ev": -8371.8010,
  "homo_energy_ha": -0.3441,
  "smiles": "C1COCCO1",
  "orbital_gap_ev": 10.483
}

***

{
  "formula": "C23H46BF7N10O24S",
  "method": "the ωB97M-V functional and the def2-TZVPD basis",
  "symbols": ["C", "C", "C", "C", "C", "C", "C", "C", "O", "F", "N", "C", "O", "C", "S", "O", "O", "C", "F", "F", "C", "F", "F", "F", "C", "F", "B", "O", "O", "C", "H", "H", "H", "H", "H", "H", "H", "H", "H", "H", "H", "H", "H", "H", "H", "H", "H", "H", "H", "C", "N", "O", "O", "H", "H", "H", "C", "N", "O", "O", "H", "H", "H", "C", "N", "O", "O", "H", "H", "H", "C", "N", "O", "O", "H", "H", "H", "C", "N", "O", "O", "H", "H", "H", "C", "N", "O", "O", "H", "H", "H", "C", "N", "O", "O", "H", "H", "H", "C", "N", "O", "O", "H", "H", "H", "C", "N", "O", "O", "H", "H", "H"],
  "xyz": [[2.395, -4.665, 1.850], [1.192, -3.868, 2.449], [1.505, -2.352, 2.568], [1.315, -1.561, 1.237], [2.594, -0.701, 1.017], [0.020, -0.720, 1.210], [0.071, 0.532, 2.191], [-0.415, 0.237, 3.603], [-1.506, 0.087, 3.945], [0.571, 0.160, 4.549], [-0.219, -0.036, -0.102], [-1.574, 0.066, -0.414], [-2.044, 0.514, -1.388], [-2.340, -0.498, 0.858], [-4.086, -0.934, 0.656], [-4.403, -1.591, -0.581], [-4.798, 0.323, 0.695], [-4.754, -1.858, 2.143], [-4.749, -3.165, 1.980], [-4.053, -1.470, 3.206], [-6.235, -1.417, 2.439], [-6.770, -2.284, 3.293], [-6.987, -1.398, 1.361], [-6.269, -0.257, 3.050], [-1.297, -1.547, 1.268], [-1.474, -2.287, 2.436], [-1.433, -2.713, 0.129], [-0.628, -2.802, -0.971], [-2.461, -3.638, 0.265], [-2.013, -4.918, 0.757], [3.116, -4.827, 2.662], [1.997, -5.604, 1.437], [2.854, -4.125, 1.005], [0.299, -4.087, 1.848], [1.009, -4.250, 3.468], [2.576, -2.286, 2.831], [0.949, -1.952, 3.428], [1.325, -2.313, 0.428], [2.747, -0.050, 1.892], [3.443, -1.391, 1.039], [2.581, -0.111, 0.095], [1.065, 0.991, 2.225], [-0.607, 1.303, 1.800], [0.289, 0.840, -0.232], [-2.416, 0.423, 1.466], [-1.086, -3.276, -1.682], [-2.123, -4.908, 1.856], [-2.699, -5.700, 0.393], [-0.997, -5.180, 0.426], [-1.538, 4.252, -1.472], [-1.169, 4.173, -0.032], [-0.262, 3.419, 0.276], [-1.801, 4.867, 0.737], [-0.894, 3.583, -2.031], [-2.580, 3.952, -1.559], [-1.398, 5.283, -1.788], [-6.943, -1.219, -2.442], [-7.672, -1.393, -3.729], [-8.837, -1.741, -3.674], [-7.047, -1.175, -4.748], [-7.620, -1.447, -1.626], [-6.099, -1.902, -2.446], [-6.609, -0.186, -2.391], [6.843, 1.173, 1.194], [5.608, 0.349, 1.202], [5.077, 0.133, 2.280], [5.210, -0.052, 0.123], [7.077, 1.454, 2.203], [7.638, 0.566, 0.768], [6.645, 2.043, 0.584], [5.758, 4.887, 3.897], [6.900, 3.996, 3.551], [7.835, 3.952, 4.323], [6.811, 3.370, 2.509], [5.974, 5.376, 4.841], [5.659, 5.615, 3.096], [4.870, 4.266, 3.974], [-5.055, -8.499, 1.496], [-3.589, -8.291, 1.342], [-3.206, -7.693, 0.351], [-2.877, -8.733, 2.219], [-5.560, -8.054, 0.645], [-5.230, -9.571, 1.535], [-5.358, -8.018, 2.422], [1.489, 1.673, -3.840], [1.850, 1.599, -2.399], [2.740, 0.840, -2.081], [1.217, 2.313, -1.637], [2.125, 0.991, -4.394], [0.443, 1.387, -3.930], [1.644, 2.699, -4.164], [6.081, 2.367, -3.492], [6.451, 2.318, -2.053], [7.351, 1.568, -1.728], [5.821, 3.037, -1.300], [6.718, 1.680, -4.039], [5.037, 2.071, -3.571], [6.227, 3.388, -3.835], [-7.580, 2.466, -0.560], [-7.369, 3.241, -1.815], [-6.250, 3.247, -2.291], [-8.337, 3.814, -2.275], [-6.638, 2.011, -0.268], [-7.926, 3.161, 0.200], [-8.330, 1.706, -0.767], [6.932, 7.033, -5.776], [6.504, 5.640, -5.472], [6.633, 4.807, -6.345], [6.052, 5.434, -4.359], [7.309, 7.065, -6.792], [6.061, 7.674, -5.664], [7.709, 7.299, -5.064]],
  "energy_ev": -119147.5266,
  "homo_energy_ha": -0.3728,
  "smiles": "CCC[C@H](C)[C@@]1(CC(=O)F)NC(=O)[C@@H](S(=O)(=O)C(F)(F)C(F)(F)F)[C@@]1(F)B(O)OC.C[N+](=O)[O-].C[N+](=O)[O-].C[N+](=O)[O-].C[N+](=O)[O-].C[N+](=O)[O-].C[N+](=O)[O-].C[N+](=O)[O-].C[N+](=O)[O-].C[N+](=O)[O-]",
  "orbital_gap_ev": 9.649
}

***

{
  "formula": "C18H24N3O2",
  "method": "the ωB97M-V functional and the def2-TZVPD basis",
  "symbols": ["C", "N", "C", "C", "C", "C", "N", "N", "C", "C", "O", "C", "C", "C", "C", "C", "C", "C", "H", "H", "H", "H", "H", "H", "H", "H", "H", "H", "H", "H", "H", "H", "H", "H", "C", "C", "C", "O", "C", "H", "H", "H", "H", "H", "H", "H", "H"],
  "xyz": [[-1.253, 0.420, 0.247], [-0.679, 0.545, 1.593], [0.011, -0.677, 1.985], [1.412, -0.683, 1.454], [2.008, 0.418, 0.893], [3.304, 0.333, 0.396], [4.000, -0.785, 0.418], [3.407, -1.824, 0.963], [4.154, -3.100, 0.869], [3.548, -4.022, -0.196], [4.011, -5.106, -0.318], [2.393, -3.527, -0.994], [1.127, -4.087, -0.813], [0.035, -3.622, -1.553], [0.218, -2.594, -2.474], [1.488, -2.038, -2.658], [2.576, -2.488, -1.911], [2.187, -1.837, 1.479], [-2.060, -0.316, 0.201], [-1.662, 1.380, -0.046], [-0.501, 0.134, -0.485], [-1.449, 0.662, 2.240], [0.022, -0.806, 3.064], [-0.490, -1.570, 1.582], [1.473, 1.354, 0.839], [3.767, 1.205, -0.032], [5.182, -2.879, 0.615], [4.089, -3.595, 1.830], [0.972, -4.907, -0.125], [-0.938, -4.066, -1.426], [-0.606, -2.233, -3.069], [1.607, -1.260, -3.396], [3.556, -2.059, -2.061], [1.809, -2.764, 1.875], [-4.816, 4.200, 0.029], [-3.782, 5.083, 0.721], [-2.484, 4.381, 0.355], [-2.692, 3.776, -0.925], [-4.088, 3.818, -1.252], [-5.764, 4.701, -0.160], [-5.015, 3.310, 0.631], [-3.799, 6.088, 0.295], [-3.927, 5.168, 1.797], [-2.246, 3.589, 1.077], [-1.634, 5.062, 0.297], [-4.240, 4.567, -2.034], [-4.392, 2.846, -1.641]],
  "energy_ev": -27612.6885,
  "homo_energy_ha": -0.4248,
  "total_charge": 1,
  "orbital_gap_ev": 7.060
}

***

Number 1: LUMO level -0.29 eV. Number 2: LUMO level 0.65 eV. Number 3: LUMO level -0.67 eV. Number 4: LUMO level 1.12 eV. Number 5: LUMO level -0.50 eV. Number 6: LUMO level -4.50 eV.